Record 1
One molecule with the formula C5H12N2 at a distorted geometry. Source: the OMol25 dataset; level of theory: wB97M-V/def2-TZVPD.

XYZ file:
```
19
Properties=species:S:1:pos:R:3:lowdin_charge:R:1
C -1.0735 1.5380 0.9641 -0.10
C -1.5905 0.3900 -0.0450 -0.24
C -1.1582 -1.0292 0.3296 -0.20
C 0.4395 -1.1320 0.5864 -0.19
N 1.3248 -0.1826 -0.1673 -0.05
C 1.6574 -0.4284 -1.4670 -0.38
N 2.3249 0.3897 -2.1603 0.03
H 0.0156 1.4954 0.9067 0.04
H -1.4860 1.5412 1.9711 0.06
H -1.3223 2.5068 0.5782 0.05
H -2.7172 0.5622 -0.1617 0.12
H -1.1626 0.6996 -0.9877 0.08
H -1.4049 -1.3441 1.4655 0.14
H -1.5301 -1.7323 -0.3608 0.07
H 0.5605 -2.2209 0.2114 0.12
H 0.6175 -0.9258 1.6610 0.11
H 2.0102 0.4747 0.2850 0.15
H 1.2247 -1.3874 -1.7437 0.11
H 3.2702 0.7853 -1.8656 0.07
```

## Properties
- largest force on an atom (eV/A) = 4.593
- SMILES string = [H]/N=C\NCCCC
- orbital gap (eV) = 9.3
- LUMO (eV) = 0.978
- ΔE to the lowest compared entry with this formula, charge and spin (kJ/mol) = 258.1
- 2S+1 = 1
- E_tot (eV) = -8357.462
- HOMO level (eV) = -8.4



Record 2
C18H24HfN2S4Sb as an isolated structure at a distorted geometry. Source: the OMol25 dataset; level of theory: wB97M-V/def2-TZVPD.

XYZ file:
```
50
Properties=species:S:1:pos:R:3:lowdin_charge:R:1
Hf 0.1094 -0.1053 0.0061 0.72
C -2.6998 -1.5417 -6.5494 -0.05
C -1.5278 -2.3225 -5.9539 -0.56
C -1.9261 -3.8017 -5.8337 -0.02
C -0.3115 -2.1772 -6.8817 -0.02
C -1.1375 -1.8261 -4.5834 -0.12
C -0.0833 -2.4198 -3.8796 0.03
C 0.2580 -1.9525 -2.6294 -0.07
N -0.3748 -0.9343 -2.0262 -0.05
C -1.3985 -0.3404 -2.6829 -0.17
C -1.7858 -0.7702 -3.9453 0.08
C -2.0689 0.7770 -1.9838 -0.18
C -3.1344 1.4906 -2.5197 0.08
C -3.7264 2.5375 -1.8089 -0.11
C -3.1911 2.8189 -0.5475 0.04
C -2.1335 2.0762 -0.0689 -0.13
N -1.5807 1.0768 -0.7663 -0.09
C -4.8850 3.3366 -2.3558 -0.56
C -4.4794 4.8163 -2.4448 -0.03
C -6.0840 3.2023 -1.4036 -0.03
C -5.3107 2.8631 -3.7456 -0.05
H -2.9322 -1.9439 -7.5307 0.10
H -2.4510 -0.4897 -6.6700 0.09
H -3.5897 -1.6353 -5.9308 0.09
H -2.2232 -4.1796 -6.8073 0.10
H -2.7684 -3.9150 -5.1549 0.10
H -1.1058 -4.4119 -5.4701 0.08
H -0.5714 -2.5176 -7.8796 0.10
H 0.5331 -2.7630 -6.5340 0.08
H -0.0057 -1.1356 -6.9480 0.10
H 0.4708 -3.2419 -4.3000 0.13
H 1.0764 -2.4095 -2.0769 0.12
H -2.6023 -0.2785 -4.4411 0.10
H -3.5102 1.2359 -3.4939 0.10
H -3.5882 3.6095 0.0661 0.13
H -1.7011 2.2779 0.9106 0.08
H -4.2420 5.2294 -1.4699 0.08
H -5.3064 5.3853 -2.8610 0.10
H -3.6183 4.9441 -3.0963 0.10
H -5.8633 3.5986 -0.4178 0.08
H -6.3839 2.1623 -1.3016 0.10
H -6.9237 3.7585 -1.8116 0.10
H -4.5003 2.9735 -4.4628 0.09
H -6.1432 3.4712 -4.0858 0.10
H -5.6402 1.8267 -3.7230 0.09
S 2.0223 -1.4111 0.9301 -0.09
Sb 1.3655 0.3027 2.5754 0.14
S 1.2152 1.9668 0.7527 -0.02
S -1.0096 -0.2712 2.1954 -0.02
S 2.1503 0.8297 4.6033 -0.03
```

## Properties
- net charge = +1
- largest force on an atom (eV/A) = 2.139
- orbital gap (eV) = 6.7
- LUMO (eV) = -4.680
- 2S+1 = 1
- E_tot (eV) = -73220.200
- HOMO level (eV) = -11.4



Record 3
A 2-piece molecular cluster, C6H14N2O overall at a distorted geometry. Source: the OMol25 dataset; level of theory: wB97M-V/def2-TZVPD.

XYZ file:
```
23
Properties=species:S:1:pos:R:3:lowdin_charge:R:1
C -1.0509 1.5047 -1.7533 -0.22
C -1.3274 1.3827 0.8875 -0.03
C -1.1091 0.5599 -0.3608 -0.44
N -0.7988 0.6441 -2.8562 -0.02
O -1.6410 -0.5246 -0.5360 0.01
H -1.3496 -0.2081 -2.7156 0.07
H 0.1766 0.3485 -2.8381 0.06
H -2.0478 1.9461 -1.8277 0.11
H -0.2778 2.2615 -1.6279 0.10
H -2.0003 2.2071 0.6916 0.08
H -1.7479 0.7793 1.6939 0.08
H -0.3673 1.7920 1.2107 0.07
C 1.6283 -0.7203 2.0371 -0.04
C 0.7285 -2.2335 0.2024 -0.05
C 1.1823 -0.8724 0.6093 -0.46
N 1.2682 0.0413 -0.2980 0.13
H 1.7160 0.9010 0.0188 0.07
H -0.3513 -2.3042 0.3425 0.08
H 2.5110 -1.3454 2.2125 0.09
H 1.8957 0.3130 2.2720 0.07
H 0.8392 -1.0645 2.7158 0.09
H 0.9290 -2.4018 -0.8662 0.09
H 1.1942 -3.0063 0.7858 0.07
```

## Properties
- largest force on an atom (eV/A) = 4.849
- SMILES string = CC(=O)CN.CC(C)=N
- orbital gap (eV) = 9.1
- LUMO (eV) = 0.779
- ΔE to the lowest compared entry with this formula, charge and spin (kJ/mol) = 204.4
- 2S+1 = 1
- E_tot (eV) = -11475.652
- HOMO level (eV) = -8.4